{
  "formula": "C4H8ClNS",
  "method": "the ωB97M-V functional and the def2-TZVPD basis",
  "energy_ha": -1070.0495,
  "charge": 0,
  "gap_ev": 7.30,
  "symbols": ["H", "H", "H", "Cl", "C", "C", "H", "C", "H", "S", "C", "H", "H", "N", "H"],
  "xyz": [[-2.547706, 0.005119, -0.951065], [0.155086, 1.316210, 1.338350], [-1.644284, 1.294790, -0.199890], [-1.684295, -1.416260, 0.437013], [1.729984, -1.106017, -0.247173], [0.710207, -0.095297, -0.121831], [-2.064994, -0.409606, 1.196189], [-0.556263, -0.400839, -0.607565], [0.783321, 2.169067, -0.125553], [3.366524, -0.907475, 0.036380], [0.985646, 1.255443, 0.502914], [1.986053, 1.385233, 0.924967], [1.397479, -2.072769, -0.586051], [-1.714661, 0.335807, -0.579750], [-0.902102, -1.353406, -1.016931]],
  "forces_ev_per_angstrom": [[-1.23, 0.01, -0.89], [1.76, 0.35, -0.90], [-0.25, -0.77, -1.03], [-5.22, -9.44, 11.80], [0.40, 1.61, 0.11], [1.21, -0.01, -1.15], [-0.07, -1.31, 0.10], [1.81, 0.52, -2.38], [0.22, -1.07, 0.17], [-1.06, -0.20, -0.01], [-2.49, 0.65, 1.07], [-0.32, -0.45, 0.02], [-0.22, -0.39, -0.20], [2.16, 9.72, -2.90], [3.31, 0.79, -3.82]]
}



{
  "formula": "C4H8ClNS",
  "method": "the ωB97M-V functional and the def2-TZVPD basis",
  "energy_ha": -1070.2271,
  "charge": 0,
  "smiles": "CS/C(=C/Cl)CN",
  "gap_ev": 9.04,
  "symbols": ["H", "H", "S", "H", "Cl", "H", "H", "H", "H", "H", "C", "C", "C", "C", "N"],
  "xyz": [[-1.078387, 1.043555, 1.139381], [-0.033453, 2.803378, 0.346367], [1.006825, -1.128098, -0.799319], [1.925649, -0.288037, 1.380546], [-3.171866, -0.814825, 0.028755], [1.842541, -2.068761, 1.390926], [-1.501942, -2.221385, -0.958068], [-1.916029, 1.141458, -0.747260], [3.137497, -1.081830, 0.396346], [0.212785, 2.223567, -1.416586], [-0.857368, 1.125217, -0.054326], [-0.477280, -0.319929, -0.441127], [2.084671, -1.135115, 0.700572], [-1.454500, -1.199492, -0.598733], [0.280850, 1.920293, -0.367474]],
  "forces_ev_per_angstrom": [[0.27, 0.72, -2.95], [1.91, -2.12, -3.27], [2.31, 0.25, -0.50], [-0.18, 0.08, -0.55], [1.28, -0.19, -0.92], [0.73, 1.66, -1.69], [0.52, 0.24, 0.26], [2.71, 1.18, 2.33], [-0.44, -0.36, -0.10], [0.20, -0.31, 2.71], [-2.10, -3.81, 0.07], [-1.91, -0.83, 0.74], [-1.11, -1.21, 1.84], [-2.45, -0.30, 0.97], [-1.74, 5.00, 1.06]]
}



{
  "formula": "C4H8ClNS",
  "method": "the ωB97M-V functional and the def2-TZVPD basis",
  "energy_ha": -1070.3002,
  "charge": 0,
  "smiles": "C/C(Cl)=N/CCS",
  "gap_ev": 9.83,
  "symbols": ["C", "H", "H", "C", "H", "H", "S", "C", "H", "Cl", "N", "H", "H", "H", "C"],
  "xyz": [[0.827482, -1.738598, -0.766555], [0.178233, 2.012736, 1.883245], [1.716475, -1.154971, -0.531668], [-0.215208, 2.519023, 0.916907], [0.853984, -2.112452, -1.891590], [-0.769250, -0.806571, -1.595104], [0.980304, -3.058243, 0.561850], [-0.613188, 1.343222, 0.063442], [0.063115, -3.964373, -0.138350], [-1.677245, 1.902989, -1.249215], [-0.190732, 0.186182, 0.256414], [0.509977, 3.023738, 0.413019], [-1.050685, 3.153712, 1.103083], [-1.286232, -1.474164, -0.021147], [-0.489904, -0.989210, -0.601393]],
  "forces_ev_per_angstrom": [[-0.24, -1.96, -0.69], [-0.48, 1.32, -1.49], [-0.30, 0.44, -0.43], [-0.97, -3.59, 2.73], [0.40, 0.28, 2.57], [-1.13, 1.05, -1.25], [-1.57, -1.28, -2.39], [0.20, 0.29, 0.24], [1.52, 1.35, 1.39], [-0.09, -0.44, -0.33], [-0.50, 0.00, -0.91], [2.22, 1.62, -1.21], [-0.55, 0.44, 0.27], [0.39, -0.57, -0.57], [1.12, 1.05, 2.06]]
}



{
  "formula": "C4H8ClNiO",
  "method": "the ωB97M-V functional and the def2-TZVPD basis",
  "spin_multiplicity": 3,
  "energy_ha": -2200.5491,
  "charge": 1,
  "gap_ev": [8.65, 3.44],
  "symbols": ["H", "Ni", "H", "H", "C", "Cl", "H", "H", "C", "H", "C", "C", "H", "O", "H"],
  "xyz": [[-1.565547, 1.047781, 0.515958], [0.431903, 2.175392, -5.120144], [0.974671, 0.200196, -0.705239], [-0.265117, -2.350533, -0.083482], [-1.072562, 0.445760, 1.302393], [0.934368, 0.535030, -3.552581], [1.751760, -0.984531, 0.387929], [-0.826181, -1.057737, -1.053133], [0.849109, -0.418298, 0.182165], [0.713015, -0.102229, 2.281065], [-0.390221, -1.263587, -0.051815], [0.457994, 0.465851, 1.386016], [0.926680, 1.442167, 1.375851], [-1.353160, -0.891271, 0.910978], [-1.566712, 0.756004, 2.224045]],
  "forces_ev_per_angstrom": [[0.36, 0.02, -0.22], [0.33, -1.00, 0.90], [0.42, -0.03, -0.06], [-0.29, -0.05, 0.39], [0.64, 0.87, 0.75], [-0.45, 0.94, -0.68], [-0.08, -0.20, -0.20], [-0.39, 0.15, 0.02], [-0.18, 0.92, -0.26], [0.10, 0.45, 0.27], [0.79, -0.51, 0.24], [-0.39, -0.84, -0.56], [-0.15, 0.10, 0.09], [-0.45, -0.09, -0.71], [-0.28, -0.71, 0.02]]
}



{
  "formula": "C4H8ClO2P",
  "method": "the ωB97M-V functional and the def2-TZVPD basis",
  "energy_ha": -1109.1477,
  "charge": 0,
  "gap_ev": 8.50,
  "symbols": ["C", "C", "H", "Cl", "H", "H", "H", "O", "P", "O", "H", "H", "H", "H", "C", "C"],
  "xyz": [[-2.599857, 0.612512, -0.181004], [1.329442, -0.241108, 1.222004], [-0.281795, -2.103173, -0.716604], [-3.050996, -1.028798, -0.158348], [2.398819, -0.111217, 1.238221], [-3.396587, 1.372649, 0.246039], [1.440731, -1.591556, -1.022964], [1.384143, 0.910333, -0.924758], [-0.958809, 1.022051, 0.100763], [-0.659509, 2.457503, 0.113063], [0.892740, 0.442501, 2.068544], [1.089832, -1.355775, 1.397806], [-0.061434, -0.854011, -1.870430], [1.346085, 1.675261, -0.429474], [0.413195, -1.220780, -0.920471], [0.714007, 0.013602, -0.162392]],
  "forces_ev_per_angstrom": [[0.69, 1.79, 1.91], [-1.79, -0.84, 1.50], [0.96, 1.64, 1.13], [-0.52, -0.96, -0.15], [0.41, 0.05, -0.29], [1.78, -1.54, -1.27], [-0.27, -0.55, -0.90], [0.97, -2.33, -2.27], [-2.15, -0.42, -0.51], [0.82, 1.00, 0.36], [0.76, -1.42, -1.55], [0.43, 1.83, 0.45], [1.10, -0.50, 0.27], [0.23, 3.40, 1.34], [-0.49, -1.16, -2.39], [-2.92, 0.03, 2.38]]
}



{
  "formula": "C4H8CsO4",
  "method": "the ωB97M-V functional and the def2-TZVPD basis",
  "energy_ha": -477.9817,
  "charge": 1,
  "gap_ev": 10.40,
  "symbols": ["O", "H", "Cs", "H", "C", "O", "C", "H", "O", "C", "H", "H", "H", "C", "O", "H", "H"],
  "xyz": [[1.174006, 1.479166, -0.178381], [2.808129, -1.024947, -0.874689], [-4.501476, 0.614351, -0.752159], [1.940815, -1.615028, 0.499480], [1.962984, -0.845227, -0.244456], [-2.208779, 0.594742, -0.046217], [-1.028615, 1.104407, -0.565372], [-1.279130, -1.230722, -0.253374], [-0.902832, 1.350017, -1.724209], [2.040617, 0.533711, 0.395082], [1.093244, -0.932219, -0.874528], [-1.300314, -0.613294, 1.388892], [3.013600, 0.941975, 0.221317], [-1.865970, -0.739819, 0.496701], [-0.122142, 1.271722, 0.398543], [1.922198, 0.463573, 1.463747], [-2.746336, -1.352407, 0.649623]],
  "forces_ev_per_angstrom": [[-0.32, 0.93, -0.21], [0.52, -0.11, -0.42], [-2.98, 0.22, -1.02], [-0.08, -0.51, 0.41], [-0.18, 0.36, 0.06], [3.27, -0.82, 1.32], [0.37, 0.68, -1.22], [0.44, -0.40, -0.35], [-0.39, -0.15, 0.50], [0.19, -1.11, 0.02], [-0.45, -0.04, -0.21], [0.21, -0.04, 0.74], [0.54, 0.59, -0.15], [-0.22, 0.35, -0.46], [-0.22, -0.55, 0.34], [-0.29, 0.28, 0.46], [-0.40, 0.31, 0.17]]
}



{
  "formula": "C4H8FN",
  "method": "the ωB97M-V functional and the def2-TZVPD basis",
  "energy_ha": -311.7625,
  "charge": 0,
  "smiles": "C=C(F)CNC",
  "gap_ev": 9.69,
  "symbols": ["H", "H", "H", "H", "H", "C", "C", "C", "H", "H", "H", "F", "C", "N"],
  "xyz": [[-1.580887, 1.368895, -0.414145], [-0.759958, -1.374067, 2.086736], [2.429202, 0.589842, -1.292462], [-0.587181, 1.129301, 1.115855], [1.968629, 0.541873, 0.411893], [1.577592, 0.374294, -0.582325], [-0.890236, -1.566241, 1.059436], [-0.725161, 0.797894, 0.002003], [1.544912, -0.716950, -0.754314], [0.490277, 2.158376, -0.760269], [-1.003548, -2.634547, 0.756069], [-1.725147, -1.132333, -0.984285], [-1.152872, -0.673935, 0.121036], [0.414379, 1.137597, -0.765227]],
  "forces_ev_per_angstrom": [[0.33, -0.29, 0.39], [0.88, 0.53, 0.78], [-1.05, 0.58, 0.53], [-0.35, -0.48, -1.40], [0.53, -0.32, 0.65], [2.85, -0.50, -0.37], [-0.71, -1.47, -0.87], [-1.88, 0.24, 2.96], [-1.03, 0.44, 0.28], [0.52, -0.83, -0.12], [-0.33, 0.98, 0.47], [-0.12, -0.25, -1.37], [1.38, 1.13, 0.01], [-1.02, 0.23, -1.92]]
}



{
  "formula": "C4H8FN",
  "method": "the ωB97M-V functional and the def2-TZVPD basis",
  "energy_ha": -311.7012,
  "charge": 0,
  "smiles": "N[C@H]1C[C@@H](F)C1",
  "gap_ev": 9.55,
  "symbols": ["N", "H", "C", "H", "C", "C", "C", "H", "F", "H", "H", "H", "H", "H"],
  "xyz": [[0.580751, 0.003456, -1.517519], [-1.678698, 0.807806, -0.913457], [0.709946, -0.291511, 0.986383], [1.608714, -0.085329, -1.901451], [-0.827518, -0.543950, 0.700270], [-1.112058, 0.724376, -0.070401], [0.658597, 0.576528, -0.258411], [1.244578, -1.109925, 0.659784], [-0.661972, -1.738906, -0.143625], [1.255113, 0.152230, 1.891110], [-1.130803, 1.595712, 0.659496], [0.084118, -0.882155, -1.339941], [-1.610619, -0.852591, 1.468463], [0.879851, 1.644259, -0.220700]],
  "forces_ev_per_angstrom": [[4.25, -0.85, -2.55], [-1.49, 0.01, -2.08], [-0.78, 2.11, 0.62], [-2.66, -0.60, 0.58], [-0.68, -1.78, 2.30], [5.24, 0.55, 4.16], [-4.82, 3.99, 0.21], [1.12, -2.26, 0.08], [-1.50, 0.58, 0.73], [-1.59, -0.48, -1.03], [-0.71, -1.23, -0.80], [1.12, 0.27, -1.35], [1.24, 0.08, -0.72], [1.26, -0.39, -0.15]]
}